69
Properties=species:S:1:pos:R:3:forces:R:3:nbo_charge:R:1 method="wB97M-V/def2-TZVPD" homo_energy_ev=-7.15 homo_lumo_gap_ha=0.2752 relative_energy_kj_mol=29.8
Sr -0.7755 -0.6139 -1.0059 0.6 -0.1 0.8 1.75
C 3.6414 -2.0871 0.2158 0.0 0.0 0.0 -0.30
C 3.4687 -2.4871 1.5369 0.0 0.0 0.0 -0.16
C 2.3250 -2.1163 2.2098 0.0 0.0 0.0 -0.25
C 1.3464 -1.3412 1.5686 0.0 0.0 0.0 0.26
N 1.5062 -1.0090 0.2772 -0.1 0.0 0.0 -0.53
C 2.6221 -1.3597 -0.3633 0.0 0.0 0.0 0.04
C 0.1265 -0.8737 2.2871 0.0 0.0 0.0 -0.15
C 0.2370 -0.6759 3.6676 0.0 0.0 0.0 -0.21
C -0.8479 -0.2259 4.4004 0.0 0.0 0.0 -0.23
C -2.0469 0.0169 3.7456 0.0 0.0 0.0 -0.22
C -2.1343 -0.1790 2.3718 0.0 0.0 0.0 -0.27
C -1.0660 -0.6187 1.5750 0.0 0.1 0.0 -0.49
H 4.5340 -2.3301 -0.3441 0.0 0.0 0.0 0.22
H 4.2243 -3.0826 2.0346 0.0 0.0 0.0 0.22
H 2.1648 -2.4346 3.2294 0.0 0.0 0.0 0.22
H 2.6979 -1.0352 -1.3978 0.0 0.0 0.0 0.19
H 1.1819 -0.8312 4.1764 0.0 0.0 0.0 0.19
H -0.7544 -0.0567 5.4660 0.0 0.0 0.0 0.20
H -2.9071 0.3691 4.3052 0.0 0.0 0.0 0.20
H -3.0952 0.0328 1.9047 0.0 0.0 0.0 0.18
C -2.7269 4.0879 -1.7995 0.0 0.0 0.0 -0.67
C -1.7695 3.9240 -0.6787 0.0 0.0 0.0 0.35
N -1.7892 4.5833 0.4308 0.0 0.0 0.0 -0.26
N -0.7103 4.1111 1.1284 0.0 0.0 0.0 -0.39
C -0.0025 3.1587 0.4884 -0.2 0.1 -0.1 0.21
S 1.3790 2.3831 0.9418 0.1 -0.1 0.0 -0.24
N -0.7157 3.0310 -0.6855 0.0 0.1 0.0 -0.26
N -0.3732 2.1119 -1.6728 -0.2 -0.1 0.0 -0.69
H -3.5837 4.6538 -1.4430 0.0 0.0 0.0 0.25
H -3.0696 3.1230 -2.1754 0.0 0.0 0.0 0.25
H -2.2643 4.6332 -2.6245 0.0 0.0 0.0 0.23
H -0.5002 4.4583 2.0465 0.0 0.0 0.0 0.43
H 0.2535 2.5335 -2.3512 0.1 -0.1 0.1 0.39
H -1.2207 1.8096 -2.1555 -0.1 0.2 -0.1 0.40
C -2.4769 -3.1526 -2.9953 -0.1 0.1 -0.1 -0.61
C -2.4485 -2.9863 -4.5077 0.0 0.0 0.0 0.12
C -1.2007 -3.5697 -5.1446 0.0 0.0 0.0 -0.64
O -2.6033 -1.6041 -4.9138 -0.1 0.0 0.0 -0.86
P -1.9763 -0.2945 -4.2368 0.1 0.0 0.0 1.70
S -3.0837 0.2505 -2.6534 -0.2 0.0 -0.1 -0.81
S -0.0259 -0.4471 -3.9106 -0.1 0.0 -0.1 -0.75
O -2.1824 0.7518 -5.4061 -0.1 0.1 -0.2 -0.84
C -3.5134 1.0351 -5.9304 0.0 0.0 0.1 0.10
C -3.5947 0.4805 -7.3359 0.0 0.0 0.0 -0.63
C -3.6997 2.5346 -5.8622 0.0 0.0 0.0 -0.62
H -2.0396 -4.1057 -2.7027 0.0 0.0 0.0 0.22
H -3.4845 -3.0733 -2.5920 0.0 0.0 0.0 0.23
H -1.8851 -2.3490 -2.5596 0.0 -0.4 0.0 0.17
H -3.3259 -3.4695 -4.9398 0.0 0.0 0.0 0.19
H -0.3010 -3.1804 -4.6677 0.0 0.0 0.0 0.22
H -1.1628 -3.3183 -6.2041 0.0 0.0 0.0 0.22
H -1.2206 -4.6570 -5.0459 0.0 0.0 0.0 0.21
H -4.2460 0.5453 -5.2846 0.0 0.0 0.0 0.20
H -2.8323 0.9417 -7.9654 0.0 0.0 0.0 0.21
H -4.5755 0.6959 -7.7629 0.0 0.0 0.0 0.21
H -3.4416 -0.5971 -7.3329 0.0 0.0 0.0 0.23
H -2.9162 3.0346 -6.4339 0.0 0.0 0.0 0.21
H -3.6531 2.8767 -4.8284 0.0 0.0 0.0 0.22
H -4.6683 2.8133 -6.2789 0.0 0.0 0.0 0.21
C 1.4737 -5.8304 -2.5235 0.0 0.0 0.0 -0.59
C 1.8893 -4.8538 -1.4227 0.0 0.0 0.0 -0.52
C 0.7658 -4.0420 -0.9578 0.0 0.0 0.1 0.37
N -0.1197 -3.4141 -0.5853 -0.1 0.2 -0.3 -0.41
H 2.3378 -6.4081 -2.8466 0.0 0.0 0.0 0.22
H 1.0764 -5.2956 -3.3852 0.0 0.0 0.0 0.22
H 0.7118 -6.5208 -2.1646 0.0 0.0 0.0 0.22
H 2.6617 -4.1671 -1.7728 0.0 0.0 0.0 0.26
H 2.2965 -5.3759 -0.5557 0.0 0.0 0.0 0.26